Entry 1:
Molecular formula: C66H108Cl3N13O5
Method: DFT, the ωB97M-V functional and the def2-TZVPD basis

Net charge ... +10
LUMO level ... -14.616 eV
HOMO energy ... -18.600 eV
Molecular weight ... 1270.0 g/mol
Frontier orbital gap ... 0.1464 hartree
Calculated total energy ... -137262.269 eV

XYZ file:
```
195
C66H108Cl3N13O5, DFT the ωB97M-V functional and the def2-TZVPD basis
C 4.485 -2.891 9.871
C 4.034 -3.635 11.104
C 2.557 -3.389 11.492
O 1.695 -3.283 10.342
C 1.253 -1.892 10.067
N 4.010 -5.079 10.731
H 4.933 -5.328 10.422
H 3.764 -5.736 11.450
H 3.368 -5.316 9.917
H 5.340 -3.453 9.430
H 4.790 -1.886 10.151
H 3.697 -2.850 9.125
H 4.778 -3.560 11.923
H 2.577 -2.576 12.202
H 2.213 -4.228 12.043
H 1.909 -1.557 9.266
H 1.304 -1.213 10.923
H 0.286 -1.932 9.588
C 0.461 -2.386 -2.097
C 0.612 -1.487 -0.864
C 1.346 -0.108 -1.300
O 0.950 0.908 -0.472
C 1.538 2.233 -0.854
N -0.769 -1.147 -0.379
H -0.819 -0.527 0.411
H -1.277 -0.622 -1.048
H -1.374 -1.968 -0.102
H 1.450 -2.766 -2.335
H 0.047 -1.798 -2.918
H -0.222 -3.222 -1.978
H 1.138 -1.975 -0.011
H 1.037 0.018 -2.319
H 2.455 -0.216 -1.367
H 0.730 2.989 -0.743
H 1.959 2.125 -1.845
H 2.361 2.494 -0.207
C 4.487 -9.297 4.952
C 3.191 -8.756 5.559
C 1.877 -9.381 4.995
O 0.880 -9.096 5.882
C -0.423 -9.500 5.451
N 3.242 -9.009 7.064
H 2.989 -8.117 7.542
H 2.508 -9.637 7.366
H 4.138 -9.370 7.405
H 4.658 -8.932 3.940
H 4.394 -10.387 4.867
H 5.323 -9.008 5.560
H 3.178 -7.644 5.399
H 1.989 -10.496 4.866
H 1.822 -9.015 3.960
H -0.427 -10.577 5.361
H -0.674 -9.103 4.461
H -1.199 -9.256 6.169
C 13.491 0.779 -4.222
C 14.866 0.948 -3.766
O 15.871 0.420 -3.854
N 14.962 2.174 -2.496
H 14.396 1.732 -1.775
H 15.988 2.123 -2.368
C 14.596 3.537 -2.809
H 13.110 0.082 -3.465
H 13.409 0.378 -5.232
H 12.952 1.711 -4.034
H 15.244 4.115 -2.146
H 13.533 3.616 -2.722
H 14.921 3.999 -3.756
C -5.184 -0.717 -2.320
C -4.356 -1.076 -1.179
O -3.551 -1.942 -1.234
N -4.630 -0.550 0.198
H -4.250 -1.401 0.786
H -3.984 0.260 0.482
C -6.093 -0.293 0.450
H -5.606 -1.669 -2.591
H -4.475 -0.326 -3.039
H -6.058 -0.038 -2.080
H -6.698 -1.160 0.252
H -6.351 0.468 -0.267
H -6.161 0.094 1.455
C 1.155 0.775 -14.882
N -0.172 0.182 -15.214
C -0.932 -0.451 -14.281
C -2.284 -0.713 -14.384
C -2.774 -0.647 -15.707
C -1.970 -0.103 -16.747
C -0.669 0.319 -16.414
C -4.090 -1.225 -16.111
C -4.282 -1.803 -17.342
C -5.594 -2.219 -17.608
N -6.584 -2.143 -16.691
C -6.333 -1.706 -15.450
C -5.085 -1.233 -15.137
C -7.988 -2.509 -17.050
H 0.962 1.815 -14.661
H 1.824 0.680 -15.748
H 1.556 0.349 -13.944
H -0.427 -0.624 -13.352
H -2.799 -1.225 -13.570
H -2.247 -0.062 -17.752
H -0.133 0.892 -17.184
H -3.464 -2.020 -18.038
H -5.916 -2.683 -18.557
H -7.208 -1.721 -14.828
H -4.809 -0.965 -14.131
H -8.544 -1.599 -17.263
H -8.477 -3.078 -16.245
H -8.047 -3.002 -18.038
C -11.418 -14.639 -0.425
N -10.318 -13.844 0.296
C -10.561 -13.168 1.431
C -9.613 -12.267 1.940
C -8.435 -12.069 1.258
C -8.195 -12.792 0.107
C -9.198 -13.638 -0.404
C -7.479 -11.060 1.788
C -6.768 -10.248 0.912
C -6.089 -9.243 1.520
N -6.093 -9.025 2.842
C -6.630 -9.880 3.721
C -7.403 -10.906 3.136
C -5.629 -7.658 3.295
H -11.611 -15.520 0.137
H -10.964 -14.988 -1.399
H -12.367 -14.082 -0.481
H -11.551 -13.365 1.884
H -9.843 -11.779 2.876
H -7.225 -12.653 -0.349
H -9.193 -14.287 -1.339
H -6.782 -10.356 -0.169
H -5.635 -8.448 0.851
H -6.482 -9.675 4.771
H -7.932 -11.583 3.746
H -4.831 -7.449 2.604
H -5.304 -7.766 4.348
H -6.520 -7.074 3.163
C 2.749 7.115 10.348
N 1.668 6.605 9.545
C 1.879 6.274 8.248
C 0.845 5.656 7.466
C -0.462 5.611 7.946
C -0.661 5.985 9.294
C 0.405 6.445 10.063
C -1.605 5.208 7.088
C -2.951 5.440 7.367
C -3.907 5.113 6.447
N -3.594 4.643 5.190
C -2.317 4.530 4.877
C -1.340 4.752 5.808
C -4.702 4.407 4.216
H 3.377 7.704 9.688
H 3.356 6.291 10.711
H 2.324 7.638 11.224
H 2.884 6.311 7.817
H 1.127 5.316 6.475
H -1.604 5.907 9.798
H 0.190 6.639 11.112
H -3.271 5.869 8.367
H -4.929 5.290 6.727
H -2.085 4.132 3.919
H -0.284 4.463 5.398
H -4.188 4.035 3.347
H -5.163 5.353 3.936
H -5.400 3.715 4.694
C 4.216 16.568 3.500
N 4.428 16.173 2.028
C 5.566 16.351 1.334
C 5.606 15.927 0.018
C 4.521 15.334 -0.562
C 3.363 15.253 0.176
C 3.311 15.718 1.421
C 4.608 14.665 -1.887
C 4.564 15.376 -3.066
C 4.427 14.719 -4.288
N 4.456 13.383 -4.320
C 4.560 12.671 -3.209
C 4.563 13.271 -1.965
C 4.676 12.780 -5.664
H 3.447 17.266 3.543
H 5.122 16.953 3.919
H 3.957 15.636 3.926
H 6.460 16.668 1.820
H 6.527 15.923 -0.523
H 2.543 14.811 -0.398
H 2.431 15.710 2.059
H 4.727 16.441 -3.128
H 4.375 15.312 -5.201
H 4.680 11.604 -3.373
H 4.688 12.775 -1.010
H 5.700 12.535 -5.792
H 4.227 13.459 -6.393
H 4.189 11.817 -5.598
Cl 2.477 -6.342 8.404
Cl -3.623 -3.528 1.310
Cl -2.251 1.084 1.381
```

Entry 2:
Molecular formula: C29H31Br6N7O14
Method: DFT, the ωB97M-V functional and the def2-TZVPD basis

Net charge ... 0
LUMO level ... -0.954 eV
Energy above the lowest of the compared OMol25 structures with the same formula, charge and spin ... 0.0 kcal per mole
HOMO energy ... -10.005 eV
Molecular weight ... 1181.0 g/mol
Frontier orbital gap ... 0.3326 hartree
Calculated total energy ... -489905.928 eV

XYZ file:
```
87
C29H31Br6N7O14, DFT the ωB97M-V functional and the def2-TZVPD basis
C 5.278 0.502 0.810
N 5.965 -0.805 0.732
O 5.953 -1.391 -0.325
O 6.497 -1.226 1.738
H 5.087 0.759 1.843
H 4.393 0.487 0.181
H 5.948 1.193 0.294
C 0.141 0.330 -0.751
N 1.425 0.984 -0.256
O 1.816 0.747 0.861
O 1.847 1.922 -0.882
H 0.253 -0.522 -1.411
H -0.364 1.185 -1.195
H -0.339 0.001 0.166
C 3.046 4.262 1.085
N 2.768 5.722 1.334
O 3.610 6.490 0.945
O 1.685 5.996 1.802
H 3.840 3.990 1.774
H 3.317 4.118 0.043
H 2.142 3.684 1.256
C -7.412 3.892 -2.801
C -7.040 4.033 -1.492
C -5.932 3.325 -0.999
C -5.187 2.547 -1.872
C -5.576 2.377 -3.184
C -6.687 3.067 -3.663
N -3.900 2.011 -1.397
O -3.262 1.300 -2.142
O -3.556 2.316 -0.275
H -8.283 4.398 -3.197
H -7.427 4.781 -0.813
H -5.656 3.495 0.030
H -5.027 1.747 -3.870
H -7.073 2.999 -4.670
C 4.008 -1.162 4.402
C 4.973 -2.146 4.617
C 5.191 -3.127 3.672
C 4.338 -3.191 2.563
C 3.412 -2.203 2.312
C 3.264 -1.170 3.242
N 4.582 -4.241 1.549
O 5.624 -4.855 1.657
O 3.753 -4.418 0.688
H 3.910 -0.381 5.145
H 5.664 -2.086 5.447
H 5.906 -3.915 3.852
H 2.704 -2.143 1.497
H 2.538 -0.389 3.069
C -1.784 -0.181 2.631
C -1.916 -1.564 2.603
C -2.962 -2.165 1.902
C -3.934 -1.325 1.401
C -3.812 0.055 1.425
C -2.714 0.651 1.983
N -5.171 -1.933 0.882
O -6.092 -1.189 0.670
O -5.216 -3.128 0.753
H -1.000 0.292 3.209
H -1.197 -2.186 3.112
H -3.045 -3.241 1.879
H -4.631 0.652 1.052
H -2.630 1.732 1.979
C -2.047 -2.863 -1.836
C -1.355 -2.408 -2.938
C -0.277 -3.122 -3.422
C 0.247 -4.213 -2.744
C -0.452 -4.678 -1.633
C -1.592 -4.012 -1.193
N 1.393 -4.978 -3.291
O 1.991 -5.649 -2.479
O 1.620 -4.906 -4.471
H -2.943 -2.381 -1.466
H -1.640 -1.464 -3.387
H 0.289 -2.747 -4.268
H -0.071 -5.545 -1.108
H -2.146 -4.323 -0.316
C 3.571 -0.549 -3.184
Br 2.809 -1.560 -1.676
Br 4.498 1.069 -2.651
Br 2.205 -0.262 -4.538
H 4.301 -1.295 -3.461
C -1.224 4.938 0.263
Br -3.089 5.470 -0.058
Br -0.697 3.771 -1.249
Br -0.883 4.164 2.039
H -0.561 5.787 0.174
```